[1]
{
  "formula": "C2H2O2Yb",
  "method": "ωB97M-V/def2-TZVPD",
  "gap_ev": [7.71, 6.30],
  "spin_multiplicity": 3,
  "charge": 2,
  "e_tot_ha": -1385.7521,
  "e_homo_ev": [-18.744, -20.178],
  "de_lowest_kcal_mol": 0.0,
  "elements": ["O", "C", "C", "O", "Yb", "H", "H"],
  "xyz": [[0.371461, 1.642438, 0.119463], [-0.611951, 0.939314, 0.065573], [-0.524271, -0.568766, -0.059710], [0.761108, -0.987171, -0.066746], [2.334180, 0.451691, -0.100115], [-1.173213, -0.888046, -0.897007], [-1.157317, -0.589457, 0.938540]],
  "forces_ev_per_a": [[0.02, -0.43, 0.12], [1.02, 0.89, -0.95], [-2.42, 1.58, 1.07], [1.05, 0.57, 0.04], [-0.82, -0.48, 0.19], [0.17, -0.47, 0.51], [0.98, -1.66, -0.98]]
}

=====

[2]
{
  "formula": "C5H31NO13",
  "method": "ωB97M-V/def2-TZVPD",
  "smiles": "C=CCCNC(=O)O.O.O.O.O.O.O.O.O.O.O.O",
  "gap_ev": 10.48,
  "spin_multiplicity": 1,
  "e_tot_ha": -1241.9808,
  "e_homo_ev": -10.436,
  "de_lowest_kcal_mol": 55.3,
  "elements": ["C", "C", "C", "C", "N", "C", "O", "O", "H", "H", "H", "H", "H", "H", "H", "H", "H", "O", "H", "H", "O", "H", "H", "O", "H", "H", "O", "H", "H", "O", "H", "H", "O", "H", "H", "O", "H", "H", "O", "H", "H", "O", "H", "H", "O", "H", "H", "O", "H", "H"],
  "xyz": [[2.848552, 2.743754, -1.429190], [2.702178, 2.127126, -2.597234], [2.120416, 0.729430, -2.733102], [1.535595, 0.202242, -1.423656], [0.295038, 0.879265, -1.037017], [-0.993374, 0.494941, -1.009211], [-1.925202, 1.044372, -0.452231], [-1.077026, -0.691786, -1.660181], [3.060107, 3.805365, -1.441507], [3.008266, 2.260117, -0.471722], [2.816270, 2.697307, -3.512056], [1.400672, 0.738961, -3.549966], [2.960071, 0.041195, -2.904384], [2.280896, 0.371685, -0.651203], [1.239251, -0.834420, -1.558991], [0.488357, 1.745717, -0.581174], [-1.884891, -1.208224, -1.489868], [-3.509951, -0.284456, 1.420083], [-2.935639, -0.118131, 0.671995], [-3.294283, 0.442147, 1.981436], [-2.277584, -2.911093, -0.882253], [-1.741138, -3.668659, -1.085438], [-2.794022, -2.995874, -0.050009], [-3.024483, -2.984214, 1.710697], [-2.229668, -2.997815, 2.248496], [-3.469363, -2.132803, 1.698255], [0.211651, 3.765494, -1.659611], [-0.273976, 4.410408, -2.177318], [0.510745, 3.110047, -2.295486], [0.411856, -2.648473, 0.372325], [0.121305, -1.811221, 0.015865], [-0.254641, -2.768127, 1.060112], [-0.163167, 3.212756, 3.378036], [0.603482, 3.133896, 2.814712], [-0.984736, 3.142697, 2.893520], [-0.339707, -1.702884, 2.954689], [0.451126, -1.941374, 3.445438], [-0.275757, -0.737033, 2.863913], [3.424712, -2.113839, -0.374877], [2.524329, -2.463152, -0.333923], [3.472691, -1.565650, -1.160664], [-1.006421, 3.442298, 0.737540], [-0.152021, 3.415653, 0.300158], [-1.346898, 2.551687, 0.662280], [1.251838, -4.427403, -1.748854], [0.304424, -4.270511, -1.751937], [1.462838, -4.225649, -0.834441], [0.913332, 0.683634, 3.698299], [0.614897, 1.557231, 3.497236], [1.479352, 0.804125, 4.467752]],
  "forces_ev_per_a": [[1.35, 0.56, -0.48], [-1.05, -0.35, 0.53], [1.21, 0.04, 0.65], [-1.36, -0.03, -0.98], [0.66, 1.43, 0.74], [0.76, -2.23, -0.78], [0.04, 0.18, 0.11], [0.07, 0.72, -0.04], [0.22, -0.01, 0.11], [-0.72, -0.11, 0.03], [-0.12, 0.07, -0.03], [0.06, -0.41, -0.05], [-0.25, -0.04, -0.76], [-0.24, -0.53, 0.26], [0.55, -0.18, 0.15], [-0.33, 0.43, 0.14], [-0.13, -0.19, 0.22], [-0.40, -0.76, -0.16], [0.15, 0.20, -0.69], [-0.03, 0.72, 0.88], [-0.90, 1.11, -0.48], [-0.04, -0.46, 0.41], [0.74, -0.67, -0.04], [-0.43, -1.37, -0.61], [-0.10, 0.75, 0.26], [0.42, 0.73, 0.67], [0.04, 0.16, -0.29], [-0.26, 0.19, 0.11], [0.14, 0.01, -0.06], [0.06, -0.32, 0.06], [-0.04, 0.35, -0.52], [0.29, -0.11, 0.35], [0.35, -0.20, 1.70], [-0.35, 0.55, -0.87], [0.28, 0.24, -0.88], [-0.49, -0.01, -0.18], [0.06, 0.09, -0.02], [0.18, -0.40, 0.31], [0.13, -0.08, 0.25], [0.06, 0.20, -0.01], [-0.07, -0.19, -0.11], [0.05, 0.37, 0.88], [-0.13, 0.36, -0.34], [-0.41, -0.48, -0.56], [-0.04, -0.10, -0.13], [-0.02, 0.04, -0.20], [0.13, 0.00, 0.19], [0.79, -1.13, 0.18], [-0.84, 1.07, 0.10], [-0.06, -0.17, -0.01]]
}

=====

[3]
{
  "formula": "C3H4N4O",
  "method": "ωB97M-V/def2-TZVPD",
  "smiles": "[H]/N=C1N=N/C(=C/O)N\\1",
  "gap_ev": 8.02,
  "spin_multiplicity": 1,
  "e_tot_ha": -410.9223,
  "e_homo_ev": -8.637,
  "de_lowest_kcal_mol": 50.8,
  "elements": ["H", "N", "C", "N", "N", "C", "C", "O", "N", "H", "H", "H"],
  "xyz": [[-3.470283, -0.319642, 0.055784], [-2.623659, -0.862143, -0.021032], [-1.611145, -0.129936, -0.067860], [-1.472694, 1.306129, -0.068924], [-0.231982, 1.604840, 0.009578], [0.566112, 0.420077, -0.024144], [1.919899, 0.473572, -0.016192], [2.806247, -0.522268, -0.029443], [-0.306101, -0.650718, -0.064248], [2.307235, 1.484553, 0.076513], [2.348382, -1.284427, -0.305394], [-0.232013, -1.520032, 0.455366]],
  "forces_ev_per_a": [[-0.26, 0.23, -0.10], [-0.48, -0.20, 0.11], [1.21, -0.05, 0.04], [1.57, 0.23, 0.32], [-0.91, -0.68, -0.64], [0.24, 0.01, 0.59], [-1.35, 1.65, 0.37], [0.60, 1.28, 0.27], [-0.68, -0.56, -0.12], [0.33, -0.30, -0.05], [-0.66, -1.93, -0.51], [0.39, 0.32, -0.27]]
}

=====

[4]
{
  "formula": "C25H48OP4Tb",
  "method": "ωB97M-V/def2-TZVPD",
  "gap_ev": [5.38, 5.60],
  "spin_multiplicity": 7,
  "charge": 3,
  "e_tot_ha": -3245.5376,
  "e_homo_ev": [-16.485, -16.486],
  "de_lowest_kcal_mol": 21.9,
  "elements": ["Tb", "P", "P", "P", "H", "C", "C", "H", "C", "C", "C", "C", "C", "C", "C", "C", "C", "H", "H", "H", "H", "H", "H", "H", "H", "H", "H", "H", "H", "H", "H", "H", "H", "H", "H", "H", "H", "H", "H", "H", "H", "H", "H", "H", "H", "H", "C", "C", "C", "C", "C", "C", "O", "H", "H", "H", "H", "H", "H", "C", "P", "C", "C", "C", "C", "C", "C", "C", "H", "H", "H", "H", "H", "H", "H", "H", "H", "H", "H"],
  "xyz": [[-0.065349, 0.242892, 0.571062], [-0.077173, -2.723657, 0.300984], [-0.807795, 0.622588, -2.244141], [-2.553893, -0.568704, 1.557813], [2.080518, 1.254740, 2.444219], [1.103129, 0.813634, 2.654362], [0.905722, -0.561493, 2.805186], [1.720341, -1.285103, 2.706885], [1.331280, -3.827068, -0.149049], [-1.291357, -3.199002, -1.011127], [-0.719486, -3.700700, 1.722881], [-0.886369, 2.439038, -2.517901], [0.142174, 0.121400, -3.728131], [-2.532951, 0.174946, -2.703134], [-2.671260, -0.929407, 3.355517], [-3.930130, -1.532247, 0.821301], [-3.391546, 1.065825, 1.574302], [0.376179, 1.522331, 3.069600], [0.065251, -0.966097, 3.377698], [2.185188, -3.645908, 0.511217], [1.658146, -3.682084, -1.184906], [1.031903, -4.876377, -0.028762], [-0.943520, -2.833087, -1.987178], [-2.282703, -2.773574, -0.803297], [-1.383456, -4.293878, -1.054942], [-0.002381, -3.650401, 2.549426], [-0.831459, -4.752536, 1.432889], [-1.687420, -3.330829, 2.076581], [-1.081732, 2.601099, -3.590052], [0.061951, 2.921524, -2.248009], [-1.684326, 2.864310, -1.903876], [-0.078007, 0.766008, -4.590876], [-0.095725, -0.920690, -3.975145], [1.215675, 0.179803, -3.505013], [-2.780070, 0.545457, -3.709495], [-3.237067, 0.616065, -1.981745], [-2.657665, -0.915823, -2.669465], [-3.531539, -0.374988, 3.749872], [-1.768523, -0.583431, 3.871835], [-2.798687, -1.999706, 3.554506], [-4.862313, -1.280327, 1.342462], [-3.774480, -2.614110, 0.879334], [-4.041060, -1.256491, -0.234811], [-4.326731, 0.926087, 2.138060], [-3.621567, 1.360902, 0.543568], [-2.780562, 1.862160, 2.023159], [-1.515676, 3.969487, 1.895603], [-1.644345, 4.863193, 0.820959], [-2.397673, 6.030250, 1.024904], [-2.966668, 6.332627, 2.269276], [-2.846585, 5.387072, 3.306346], [-2.102802, 4.190192, 3.145588], [-0.791539, 2.754997, 1.638801], [0.097323, 3.040712, 1.341073], [-1.200239, 4.605404, -0.151259], [-2.528421, 6.732843, 0.200356], [-3.521853, 7.270884, 2.431886], [-3.345609, 5.596513, 4.256265], [-2.065422, 3.410783, 3.924272], [3.794263, -1.167899, 0.971622], [2.789232, -0.542647, -0.447279], [3.445886, 1.162731, -0.660295], [3.684950, -1.407460, -1.830692], [5.088366, -1.310482, -1.942623], [5.767740, -1.975742, -2.974411], [5.072266, -2.774912, -3.886587], [3.680393, -2.876626, -3.780626], [2.984906, -2.161287, -2.792481], [4.866409, -1.110996, 0.746066], [3.584249, -0.584461, 1.875679], [3.534204, -2.216529, 1.162218], [3.452426, 1.683385, 0.309563], [4.465283, 1.149614, -1.074157], [2.796807, 1.713210, -1.362424], [5.673722, -0.715276, -1.239108], [6.849642, -1.873319, -3.072038], [5.596207, -3.310105, -4.686957], [3.115189, -3.503309, -4.470464], [1.888215, -2.185937, -2.762742]],
  "forces_ev_per_a": [[-0.82, -0.30, -2.70], [-0.37, -1.33, -0.24], [-0.56, 0.63, -1.26], [-1.67, 0.26, 0.66], [-0.04, -0.37, -0.49], [0.44, -2.75, 2.76], [1.83, 2.38, 2.11], [-0.16, 0.32, -0.55], [0.21, 0.27, -0.01], [0.01, 0.31, -0.01], [0.00, 0.31, 0.18], [0.23, -0.05, 0.19], [0.44, -0.41, 0.33], [-0.06, -0.25, 0.40], [0.30, -0.17, 0.06], [0.19, -0.27, -0.27], [0.19, 0.24, -0.21], [-0.08, -0.37, -0.38], [-0.20, 0.29, -0.67], [-0.13, -0.09, -0.13], [-0.09, 0.07, 0.29], [-0.09, 0.29, 0.00], [-0.11, -0.12, 0.20], [0.31, -0.12, -0.11], [0.10, 0.30, 0.04], [-0.13, -0.06, -0.04], [0.03, 0.25, -0.01], [0.18, -0.08, -0.06], [-0.03, 0.11, 0.46], [-0.17, -0.03, -0.16], [0.02, 0.09, -0.16], [-0.10, -0.18, 0.35], [0.09, 0.21, -0.03], [-0.19, -0.02, -0.19], [0.17, -0.11, 0.31], [0.16, -0.06, -0.23], [-0.01, 0.26, -0.13], [0.18, -0.24, -0.03], [-0.35, -0.03, 0.07], [0.04, 0.24, -0.03], [0.26, -0.02, -0.02], [0.00, 0.18, 0.05], [-0.01, -0.04, 0.20], [0.27, 0.25, -0.26], [-0.10, 0.06, 0.17], [-0.44, -0.41, -0.03], [-0.65, 0.92, -0.37], [-0.44, -0.18, 0.72], [0.29, 0.18, -0.13], [0.20, -0.85, 0.21], [0.22, -0.01, -0.14], [-0.35, 0.13, -0.61], [1.21, -0.50, -0.56], [-0.56, 0.35, 0.38], [-0.23, 0.31, 0.45], [0.10, -0.22, 0.21], [0.34, -0.67, -0.16], [0.28, -0.19, -0.27], [0.10, 0.65, -0.31], [-0.29, 0.07, 0.12], [1.29, -0.02, -0.33], [-0.23, 0.26, 0.09], [-0.47, -0.23, -0.59], [-0.14, -0.19, -0.17], [-0.23, 0.09, 0.13], [-0.41, 0.04, 0.15], [-0.16, 0.28, 0.16], [0.36, -0.01, 0.15], [-0.33, 0.03, 0.07], [0.20, -0.08, -0.11], [0.17, 0.25, -0.02], [0.08, 0.01, -0.28], [-0.37, 0.05, 0.23], [0.30, -0.09, 0.18], [-0.14, -0.18, -0.20], [-0.33, 0.00, 0.14], [-0.18, 0.25, 0.43], [0.21, 0.21, 0.08], [0.43, -0.12, -0.04]]
}